(1)
The following is a DFT calculation (ωB97M-V/def2-TZVPD) of a 40-piece molecular cluster, H80O40 overall in a non-equilibrium geometry.

Positions of all 120 atoms, in Å:
O: 1.466 5.238 -4.207
O: -6.027 1.804 -0.433
H: 1.912 -1.602 4.040
H: 1.517 -3.071 -0.597
O: -3.070 1.704 1.147
H: 0.063 6.095 -0.345
O: -5.082 -0.596 2.828
H: -1.455 -2.762 5.289
H: -5.701 -1.226 2.777
H: 2.160 0.165 1.891
O: -0.827 -2.295 6.013
O: 5.411 0.069 2.747
H: 0.393 -1.782 3.262
O: 0.664 1.237 0.622
H: 1.935 1.589 -5.436
H: -3.551 0.924 -5.562
H: 2.666 0.235 5.896
H: 1.295 5.352 -3.251
H: -0.011 -2.533 5.681
O: -1.084 -0.080 2.049
O: 2.875 0.740 2.174
O: 3.891 0.293 -0.364
H: 2.968 -1.772 -1.865
O: -1.648 3.666 -0.149
O: 1.550 -3.314 -1.533
H: -2.138 -1.394 2.084
H: -2.430 1.314 4.062
H: 2.328 5.299 3.330
O: 3.032 4.881 2.929
O: -3.420 0.169 -4.932
H: 0.600 2.153 -2.070
H: 4.747 3.003 1.072
H: -0.993 1.538 4.210
H: 1.754 3.371 -2.439
H: -1.542 -3.779 0.848
O: 1.363 -1.540 3.262
H: 2.698 4.542 1.903
H: -2.620 0.357 -1.281
O: 3.354 -0.979 -4.187
H: 0.876 -6.003 2.351
H: -4.534 -0.590 -0.561
O: -4.955 -0.292 -1.440
H: 5.836 -0.027 1.964
H: -1.093 -4.289 -3.235
H: -0.572 4.871 -1.083
H: 3.226 0.358 0.336
H: 0.758 0.133 -2.863
H: 3.456 -0.018 2.352
O: 0.179 5.356 -1.098
H: -2.157 -0.457 5.197
H: -2.040 3.909 0.666
H: 1.624 0.031 -5.985
H: -4.085 -3.479 0.960
H: 1.635 4.281 -4.242
O: -1.059 -5.103 -2.617
H: -2.756 1.738 2.029
H: 5.385 0.975 2.939
H: -4.428 -4.690 0.095
O: 3.327 -1.960 -0.926
O: 1.002 0.139 -1.873
H: 4.216 -0.841 -4.595
O: 2.055 0.815 -5.861
H: -2.872 -3.219 -2.631
H: 4.139 -2.599 -0.943
O: 1.283 2.485 -2.788
O: -3.019 0.014 4.992
H: 5.431 2.674 -3.063
H: -1.683 1.506 -4.767
O: -2.457 -2.270 2.458
O: -0.372 -2.703 -3.360
H: -5.850 0.976 -0.650
H: -3.256 0.037 5.973
H: 4.648 1.713 0.629
O: -3.354 -2.493 -2.156
H: 1.087 3.399 0.824
H: 3.455 0.283 4.666
H: 4.113 2.629 -2.134
H: -5.156 2.248 -0.153
H: 1.841 -4.193 -1.581
O: 1.664 3.964 0.491
H: -3.473 0.578 -4.010
O: 2.734 -0.264 5.116
O: 5.180 2.099 1.132
H: -5.452 0.157 2.394
H: 1.003 4.505 0.057
H: 3.493 -0.624 -0.629
O: -1.878 3.723 -2.427
H: 1.364 -6.366 1.119
H: 1.429 -1.433 0.547
H: -2.793 0.956 0.511
H: 0.205 -2.542 -4.133
H: -0.010 -1.801 0.880
O: 0.766 -5.729 1.417
H: 0.741 -0.680 -1.610
H: -1.570 -5.697 -3.075
H: 4.265 -3.319 4.113
H: 2.835 -3.390 3.583
H: -1.089 -4.394 -0.632
O: -1.567 -3.571 -0.125
O: -1.603 1.689 3.575
H: -2.092 3.543 -3.309
H: -2.575 -0.909 -2.298
H: -4.810 -1.101 -1.899
H: -3.261 -1.743 2.875
H: -2.052 2.777 -0.537
O: -4.871 -3.954 0.673
H: -2.726 1.573 -3.590
H: -3.205 -3.005 -1.290
H: 1.217 0.838 -0.029
H: 3.029 -0.111 -4.212
H: 1.421 1.325 1.300
O: -2.124 2.163 -4.189
H: -0.716 0.167 1.370
O: 0.775 -2.095 0.441
O: -2.056 -0.141 -1.930
O: 3.538 -3.804 3.884
O: 4.445 2.523 -3.138
H: -2.458 4.175 -1.783
H: 0.211 -3.027 -2.727
H: -0.846 0.588 2.801

Values from the calculation:
- ΔE to the lowest compared entry with this formula, charge and spin: 390.4 kcal/mol
- DFT total energy: -3057.13521 hartree
- Gap between HOMO and LUMO: 9.847 eV

=====

(2)
The following is a DFT calculation (ωB97M-V/def2-TZVPD) of C14H8CrF5I2NO4S4Te as an isolated structure in a non-equilibrium geometry.

Positions of all 40 atoms, in Å:
S: 0.858 -0.192 1.639
H: 0.979 2.380 -3.348
C: 0.982 -1.006 -3.087
F: -2.748 1.176 -0.360
C: 0.060 1.213 -1.813
Cr: -1.168 0.342 0.602
H: 2.606 3.547 3.975
H: 2.327 1.813 3.579
C: -0.197 -2.360 -1.447
F: -3.132 3.593 2.720
C: 0.775 -3.967 3.732
I: 0.011 3.097 3.659
C: -0.402 2.474 -1.111
I: 2.740 3.198 1.355
C: 2.084 2.841 3.343
O: -0.490 3.515 -1.684
S: -0.877 -3.874 3.109
C: 0.177 -1.086 -1.929
C: -0.713 -2.323 2.306
C: 0.254 -3.490 -2.064
O: 1.206 -4.900 4.360
F: -3.064 3.645 -0.461
Te: -2.531 2.794 1.111
F: -1.622 4.438 1.176
N: -0.234 0.051 -1.273
S: -2.053 -1.709 1.371
S: 1.718 -2.522 3.339
C: 0.473 -1.713 2.410
C: 0.808 1.375 -2.992
H: -0.860 -2.424 -0.594
C: 1.430 -2.197 -3.708
H: 1.916 0.342 -4.494
H: 2.040 -2.116 -4.600
C: 1.299 0.267 -3.607
O: -0.624 2.281 0.210
F: -4.376 2.438 1.106
C: 1.088 -3.414 -3.202
H: -0.039 -4.455 -1.672
O: -2.140 1.248 2.023
H: 1.442 -4.321 -3.675

Values from the calculation:
- Total charge: -1
- ΔE to the lowest compared entry with this formula, charge and spin: 10.6 kcal/mol
- DFT total energy: -4894.19864 hartree
- Spin multiplicity: 4
- Gap between HOMO and LUMO (alpha / beta): 5.659 / 5.776 eV

=====

(3)
The following is a DFT calculation (ωB97M-V/def2-TZVPD) of a 2-piece molecular cluster, C3H7O3 overall in a non-equilibrium geometry.

Positions of all 13 atoms, in Å:
O: -2.682 -0.218 0.142
H: -2.557 -1.015 -0.381
H: -1.852 -0.085 0.627
O: -0.459 0.314 1.864
C: 0.858 -0.555 -0.991
C: 0.588 0.722 -0.135
O: 1.803 0.320 1.894
H: 0.186 -0.517 -1.839
C: 0.732 0.400 1.369
H: -0.378 1.100 -0.455
H: 1.316 1.509 -0.310
H: 0.564 -1.449 -0.444
H: 1.882 -0.525 -1.341

Values from the calculation:
- ΔE to the lowest compared entry with this formula, charge and spin: 11.9 kcal/mol
- DFT total energy: -344.15290 hartree
- Spin multiplicity: 2
- Gap between HOMO and LUMO (alpha / beta): 11.724 / 7.427 eV

=====

(4)
The following is a DFT calculation (ωB97M-V/def2-TZVPD) of a single CH2IN molecule in a non-equilibrium geometry.

Positions of all 5 atoms, in Å:
H: -0.100 1.317 -0.019
N: -0.562 -0.866 0.068
H: -1.489 -0.819 -0.254
C: 0.030 0.197 0.141
I: 2.120 0.170 0.064

Values from the calculation:
- ΔE to the lowest compared entry with this formula, charge and spin: 7.1 kcal/mol
- DFT total energy: -391.70579 hartree
- Gap between HOMO and LUMO: 10.078 eV

=====

(5)
The following is a DFT calculation (ωB97M-V/def2-TZVPD) of C41H44AsBrN6O3PdS as an isolated structure in a non-equilibrium geometry.

Positions of all 98 atoms, in Å:
Pd: 17.767 16.487 8.057
C: 15.126 13.414 5.840
N: 18.293 11.889 8.599
O: 23.233 17.389 10.198
H: 12.402 18.033 11.327
H: 18.638 10.467 4.260
N: 17.958 20.649 7.685
C: 12.935 17.161 10.865
H: 15.706 20.749 10.141
C: 18.173 13.266 8.606
H: 17.999 14.725 10.064
H: 21.155 17.537 11.534
H: 12.156 14.403 10.145
C: 13.186 9.283 7.682
C: 13.176 11.417 9.025
C: 12.360 15.217 6.192
H: 8.044 17.146 7.524
H: 17.880 13.090 10.697
C: 16.260 18.293 4.337
C: 16.403 20.314 9.442
C: 18.189 8.622 7.133
H: 17.962 7.552 7.401
C: 10.007 17.007 8.503
H: 12.700 9.125 6.680
H: 17.110 22.225 8.735
C: 18.127 8.939 5.736
H: 14.002 17.392 10.590
H: 13.557 17.988 7.129
H: 20.286 17.219 6.753
C: 8.549 17.456 8.498
N: 19.526 17.022 8.645
H: 7.983 17.050 9.343
H: 15.446 14.403 6.123
C: 16.488 18.899 9.184
C: 18.502 10.208 5.319
N: 17.997 13.732 9.878
H: 18.512 9.395 9.127
H: 11.544 15.321 5.366
S: 18.269 14.253 7.198
H: 16.037 12.922 5.496
H: 14.030 8.584 7.680
C: 18.172 19.269 7.474
C: 11.888 15.959 7.400
C: 12.102 16.807 9.640
H: 22.714 17.456 7.559
H: 14.170 10.982 5.895
C: 17.161 21.156 8.702
C: 12.675 16.148 8.519
As: 14.669 15.432 8.541
Br: 18.416 16.879 11.336
H: 11.896 12.704 10.643
C: 18.697 11.222 6.283
C: 12.656 13.416 10.331
C: 20.572 17.274 7.785
O: 18.912 18.871 6.563
C: 14.387 19.130 5.475
C: 19.006 21.550 7.071
C: 21.850 17.451 8.235
C: 22.032 17.462 9.617
H: 19.153 21.147 6.086
H: 12.546 8.888 8.457
O: 15.899 18.047 9.900
C: 15.408 17.153 6.311
H: 14.422 13.425 5.004
C: 14.504 12.778 7.054
C: 13.349 12.797 9.131
H: 13.359 13.550 11.166
C: 10.814 17.289 9.632
H: 23.882 17.099 9.552
H: 13.318 15.574 5.766
C: 14.112 13.518 8.195
C: 18.585 10.939 7.634
H: 19.879 21.572 7.671
C: 19.730 17.173 9.961
H: 19.005 12.227 5.939
C: 20.945 17.556 10.473
H: 9.832 15.986 6.705
H: 13.585 19.906 5.605
H: 10.507 17.872 10.449
C: 14.333 18.068 6.344
H: 17.849 8.185 5.006
N: 17.416 18.455 8.286
H: 12.842 16.335 11.537
H: 17.015 18.387 3.571
H: 18.332 11.478 9.558
C: 18.496 9.593 8.070
H: 15.111 19.961 3.616
H: 17.098 16.426 5.036
H: 8.567 18.575 8.548
C: 10.549 16.334 7.442
C: 16.301 17.182 5.204
H: 12.636 10.855 9.813
H: 12.459 14.126 6.362
C: 14.094 11.445 6.873
C: 13.584 10.693 7.915
C: 15.238 19.246 4.404
N: 15.751 16.206 7.223
H: 18.538 22.525 6.895

Values from the calculation:
- ΔE to the lowest compared entry with this formula, charge and spin: 25.2 kcal/mol
- DFT total energy: -7478.76016 hartree
- Spin multiplicity: 3
- Gap between HOMO and LUMO (alpha / beta): 5.391 / 6.056 eV

=====

(6)
The following is a DFT calculation (ωB97M-V/def2-TZVPD) of a single C6H12O molecule.

Positions of all 19 atoms, in Å:
O: 0.452 -0.074 0.177
H: -1.329 -3.266 0.427
H: -2.779 0.719 0.003
H: 3.485 1.361 -0.179
H: -0.777 -2.229 -1.009
C: 2.527 1.195 0.327
H: 2.722 0.716 1.292
C: 1.616 0.308 -0.511
C: -1.902 0.106 -0.239
H: 2.067 2.172 0.516
C: -1.350 -2.310 -0.086
H: -0.751 1.183 1.263
C: -0.626 0.831 0.228
C: -1.995 -1.255 0.399
H: 2.123 -0.635 -0.746
H: -2.533 -1.332 1.343
H: -1.872 0.003 -1.331
H: -0.439 1.713 -0.405
H: 1.360 0.794 -1.467

Values from the calculation:
- ΔE to the lowest compared entry with this formula, charge and spin: 36.2 kcal/mol
- DFT total energy: -311.00152 hartree
- Gap between HOMO and LUMO: 10.464 eV

=====

(7)
The following is a DFT calculation (ωB97M-V/def2-TZVPD) of C23H21N3O8SSiSn as an isolated structure in a non-equilibrium geometry.

Positions of all 58 atoms, in Å:
H: -0.422 -4.589 -2.209
H: 1.235 2.754 -1.397
C: 7.522 -0.144 -0.026
Si: -0.779 3.703 -0.270
H: -2.620 -0.139 0.124
H: -5.889 3.549 0.248
H: 8.577 0.040 0.126
H: -2.320 5.130 -1.750
C: 6.585 0.415 0.835
C: -0.507 -2.772 1.126
H: 6.874 1.057 1.656
H: -1.884 5.250 1.441
H: -0.114 -6.460 -0.993
N: -1.535 2.187 -0.107
C: 3.372 -0.975 -0.397
C: -2.863 1.977 0.032
N: -0.536 -2.096 -0.011
C: -0.418 -4.154 1.158
H: 5.450 -1.837 -2.130
H: -0.209 5.717 1.187
H: -0.590 4.300 2.148
C: -0.882 4.866 1.268
O: -0.400 -0.689 2.250
O: 2.827 -1.644 -1.264
C: -3.349 0.662 0.156
C: -5.619 1.426 0.356
C: 1.088 3.443 -0.564
C: -0.622 -1.833 -2.429
O: 3.433 1.891 1.422
S: 3.753 0.490 1.542
H: -0.647 5.621 -1.956
O: -0.376 -0.616 -2.241
C: -0.522 -2.725 -1.172
C: -0.592 -1.922 2.412
C: 5.260 0.114 0.618
C: -3.831 3.002 0.064
H: 1.576 4.384 -0.802
O: -0.181 -6.187 -0.070
C: -0.438 -4.106 -1.240
O: -0.855 -2.510 3.456
N: 2.767 -0.422 0.647
H: -0.380 -4.674 2.103
C: -1.299 4.763 -1.806
C: -5.173 2.731 0.223
C: -4.687 0.395 0.318
H: 1.582 3.030 0.314
C: 7.126 -0.949 -1.087
Sn: 0.251 0.264 0.047
C: -0.346 -4.828 -0.055
C: 4.859 -0.712 -0.413
C: 5.786 -1.233 -1.300
O: -0.947 -2.383 -3.478
O: 3.946 0.012 2.888
H: 7.880 -1.355 -1.748
H: -1.227 4.135 -2.689
H: -3.498 4.024 -0.034
H: -5.026 -0.629 0.420
H: -6.672 1.215 0.493

Values from the calculation:
- Total charge: -2
- ΔE to the lowest compared entry with this formula, charge and spin: 25.4 kcal/mol
- DFT total energy: -2557.45699 hartree
- Gap between HOMO and LUMO: 6.193 eV